Below is a 14-piece molecular cluster, C32H96N4O14 overall at a distorted geometry, with properties calculated with wB97M-V/def2-TZVPD.

```
146
Properties=species:S:1:pos:R:3:forces:R:3
O 1.817323 -4.060661 3.957404 -0.3 0.0 0.5
H 2.574753 -4.254661 3.405224 0.6 0.1 -0.6
H 1.503073 -4.918291 4.243674 -0.1 -0.2 0.2
O -0.356817 -0.130061 0.379564 -1.3 0.0 0.2
H 0.491943 -0.046151 -0.054946 1.1 0.1 -0.3
H -0.390167 -1.042511 0.666884 0.4 -0.4 0.1
C 1.520173 0.077959 5.867204 -0.2 -0.3 0.6
C 2.651763 0.245189 6.941084 -1.3 -0.8 -1.1
O 2.460213 1.432889 7.678714 0.3 0.2 0.0
H 1.288063 1.029279 5.388444 0.4 0.0 -0.1
H 0.568423 -0.253871 6.282144 -0.1 0.2 0.6
H 1.682513 -0.699211 5.120374 0.6 0.1 -0.2
H 3.595713 0.196579 6.398234 0.2 0.6 0.4
H 2.642423 -0.567941 7.666914 0.1 -0.4 -0.3
H 1.881643 1.165569 8.396634 0.0 0.4 0.1
C -0.750097 3.461849 -2.299236 0.0 0.2 1.3
C -0.375737 3.078409 -0.859976 -0.5 0.1 0.0
O -0.438707 4.249709 -0.040146 -0.2 0.4 0.2
H -1.573997 4.163439 -2.168636 -0.4 -0.3 -0.3
H -1.038737 2.569309 -2.854356 0.1 0.3 -0.2
H 0.021363 4.062119 -2.781536 0.1 -0.4 -0.3
H 0.628173 2.673239 -0.733066 0.0 -0.5 -0.3
H -1.123917 2.449239 -0.377816 0.1 -0.9 -0.7
H -0.444207 3.871469 0.842184 0.2 0.3 0.5
C -2.828087 1.810549 4.034514 0.0 -0.2 0.7
C -2.023197 0.748659 3.265004 -1.8 1.9 0.9
O -1.330167 1.468749 2.273224 0.2 -0.5 0.2
H -3.469367 2.487699 3.470304 0.2 -0.4 -0.7
H -2.157387 2.461349 4.595504 0.1 -0.1 0.2
H -3.507177 1.317489 4.730084 0.1 -0.1 0.3
H -2.761177 0.032099 2.904414 0.2 -0.2 -0.6
H -1.395707 0.207809 3.973404 0.4 0.0 -0.1
H -0.890577 0.776329 1.774304 0.5 0.2 -1.0
C 2.617623 0.615919 1.902284 -1.0 -0.5 2.4
C 2.811663 0.824369 0.462974 2.6 2.0 0.0
O 2.153373 -0.026501 -0.364356 -1.1 -0.1 -1.1
H 1.605863 0.798799 2.264204 -0.3 0.7 -0.3
H 3.284153 1.191169 2.544874 0.1 0.2 -0.3
H 2.681543 -0.409041 2.267624 0.7 -0.5 -0.5
H 3.876473 0.799239 0.231394 0.7 -0.6 0.2
H 2.709643 1.873969 0.187244 -1.2 0.2 -0.1
H 2.417163 -0.914991 -0.114156 -0.2 -1.1 -0.6
C -0.555307 -1.725151 -4.018656 0.1 1.5 0.0
C 0.697243 -2.501311 -3.792486 -0.2 -1.0 -0.4
O 0.339083 -3.499891 -2.855016 0.2 -0.9 0.9
H -0.358527 -0.771401 -4.508286 -0.1 -0.1 -0.5
H -0.947697 -1.415011 -3.050176 -0.1 -0.3 0.1
H -1.305697 -2.312541 -4.547796 0.0 0.1 -0.1
H 1.565803 -1.966351 -3.408416 -0.3 0.3 0.1
H 1.001623 -3.083631 -4.662166 0.3 0.6 -0.6
H -0.210917 -4.113571 -3.347466 -0.1 -0.2 0.3
C -6.386177 -2.201911 1.813144 0.3 1.0 0.1
C -5.056317 -1.792551 1.147084 0.0 0.0 -1.0
O -5.398287 -1.219981 -0.145366 -1.0 -0.7 1.2
H -6.958897 -2.827351 1.128374 0.0 0.1 0.0
H -6.930107 -1.282781 2.030934 -0.3 0.1 -0.5
H -6.385227 -2.647461 2.807924 0.8 -0.5 -0.1
H -4.367997 -2.627671 1.017154 -0.2 -0.6 -0.3
H -4.400277 -1.093101 1.665234 -0.6 0.4 0.6
H -4.593837 -0.987941 -0.615046 0.8 -0.1 0.2
C 3.403773 5.962159 0.069434 0.1 0.2 1.1
C 1.923803 6.042449 -0.257186 1.6 1.4 -1.1
O 1.834193 5.275869 -1.429016 -0.9 -1.2 -0.5
H 3.571953 4.943339 0.418444 0.4 0.1 0.2
H 3.692433 6.708319 0.809724 -0.1 -0.2 0.5
H 4.107723 6.161289 -0.738596 -0.6 -0.1 -0.5
H 1.696893 7.054279 -0.593076 -0.3 0.4 0.5
H 1.256883 5.774989 0.562434 0.2 -0.3 -0.2
H 1.039043 4.740979 -1.372336 0.0 0.2 0.0
C -4.015687 5.671559 1.662224 0.4 1.4 -0.3
C -4.302997 4.673259 0.587444 -0.1 0.6 0.3
O -3.534407 3.589129 0.971184 -0.1 -2.7 -0.1
H -4.607027 6.581239 1.557844 0.0 0.1 0.3
H -2.956017 5.924699 1.628444 0.1 0.3 -0.1
H -4.143397 5.192429 2.632904 -0.4 0.1 -0.1
H -4.092567 4.895979 -0.458606 0.2 0.8 0.1
H -5.376447 4.487859 0.625324 0.0 -0.9 0.0
H -2.596797 3.769099 0.870644 0.0 0.3 -0.1
C -4.041717 -0.907721 -2.995786 -0.2 -0.4 -3.0
C -3.276347 0.170299 -2.273266 -0.3 0.1 -2.2
C -4.075377 1.441219 -1.994726 0.5 -0.9 -0.1
O -4.325087 2.170739 -3.217196 0.9 -2.6 1.8
C -4.727367 3.397679 -2.812156 -1.5 2.5 -0.8
N -2.840907 -0.423891 -1.090976 -0.2 0.6 3.7
H -5.126917 -0.806071 -3.006356 0.0 -0.1 0.7
H -3.737987 -1.940111 -2.822496 -0.1 0.1 1.1
H -3.828097 -0.927191 -4.064466 0.1 0.7 -0.5
H -2.431767 0.599009 -2.812706 0.2 -0.4 -0.8
H -3.459267 1.986289 -1.279596 0.3 0.8 -0.2
H -4.972417 1.257059 -1.403546 -0.6 -0.2 -0.4
H -5.369397 3.414619 -1.931466 -0.1 -0.3 0.2
H -5.336847 3.786419 -3.627936 0.0 0.4 0.0
H -3.923927 4.113179 -2.637086 0.4 0.0 0.1
H -2.805307 0.368889 -0.466206 0.4 -0.2 1.1
H -1.933617 -0.850771 -0.969746 0.1 0.1 -0.9
C 4.349693 -2.754391 -1.806846 0.9 0.8 -0.2
C 3.573743 -3.477471 -0.757296 -1.5 -0.1 0.8
C 4.174113 -3.463791 0.718974 -1.9 -1.4 -1.8
O 3.343333 -4.364271 1.581574 0.8 0.4 0.2
C 3.290623 -5.803471 1.315164 0.1 1.4 -0.7
N 2.227983 -2.776271 -0.800626 1.6 -0.4 0.6
H 3.827683 -2.688891 -2.761476 -0.4 -0.2 0.1
H 5.336613 -3.132681 -2.073306 0.1 -0.1 0.4
H 4.406573 -1.725231 -1.452306 0.4 0.2 -0.2
H 3.351673 -4.483141 -1.114256 0.6 -0.5 0.4
H 4.080333 -2.432171 1.058154 -0.3 -0.2 0.6
H 5.239583 -3.693461 0.707054 0.0 -0.5 0.2
H 2.607873 -5.942421 0.476924 0.5 -0.3 -0.5
H 2.807903 -6.390731 2.096324 0.1 0.7 0.7
H 4.304313 -6.187921 1.202334 -0.1 -0.1 -0.5
H 1.633213 -3.060791 -0.035516 -0.2 -0.3 0.3
H 1.822433 -3.132611 -1.654236 -0.5 0.2 0.1
C -1.056227 -4.373021 0.450554 -1.1 0.5 0.1
C -1.122437 -3.169131 1.469244 0.3 -2.3 -0.3
C -1.896877 -3.523361 2.771554 -1.1 0.5 -2.1
O -1.791997 -2.455311 3.690434 0.1 -1.1 -0.5
C -1.331827 -2.976961 4.903694 -0.3 1.0 1.1
N 0.223523 -2.811591 1.821394 0.6 1.1 -0.2
H -0.411987 -4.206521 -0.412766 0.7 0.2 0.5
H -1.980017 -4.545391 -0.101726 -0.6 0.2 0.5
H -0.877597 -5.323241 0.953824 0.5 0.0 0.0
H -1.564417 -2.321131 0.946124 -0.5 0.0 0.2
H -1.605777 -4.481001 3.203164 0.5 0.0 -0.1
H -2.937167 -3.655291 2.474084 -0.4 0.0 0.2
H -2.069247 -3.590491 5.421274 -0.3 -0.3 -0.2
H -1.233627 -2.080671 5.516154 0.7 -0.2 0.4
H -0.424207 -3.569411 4.788194 0.2 0.4 0.1
H 0.688063 -3.511711 2.381874 0.1 -0.4 -0.1
H 0.101443 -2.061141 2.486244 0.4 0.4 0.3
C 4.596373 -1.399161 -5.471666 -0.2 1.9 0.2
C 4.314023 0.115369 -5.826116 0.3 -0.2 1.5
C 3.466543 0.831849 -4.692466 0.2 -1.5 -2.4
O 3.151853 2.123519 -5.164396 -0.6 0.0 1.9
C 2.373263 2.822949 -4.165236 -0.1 0.6 -0.9
N 5.574323 0.801079 -6.002796 1.1 0.2 -0.1
H 3.660793 -1.872361 -5.173556 0.0 -0.3 -0.5
H 5.228073 -1.439531 -4.584306 0.3 0.0 -0.1
H 5.115533 -1.828531 -6.328536 -0.2 -0.3 0.2
H 3.848833 0.106449 -6.811826 -0.6 0.3 0.3
H 3.982513 0.796979 -3.732956 0.4 0.3 0.1
H 2.592463 0.190889 -4.577376 -0.7 0.2 0.2
H 2.866343 3.034209 -3.216376 0.6 -0.2 -0.1
H 1.425693 2.350209 -3.906906 0.0 -0.6 -0.3
H 2.109843 3.780849 -4.613726 0.1 0.0 0.0
H 6.029563 0.957189 -5.114826 0.1 -0.4 0.3
H 5.509353 1.747619 -6.349126 -0.6 0.0 -0.4
```
Positions in Å, forces in eV/Å.

Output
E_tot ... -2548.911490 Ha
Gap between HOMO and LUMO ... 9.2 eV
LUMO level ... 0.15 eV
Net charge ... 0
ΔE to the lowest compared entry with this formula, charge and spin ... 71.2 kcal/mol